Entry 1:
# C4H19NO5S

5 unconnected molecules or ions with the total composition C4H19NO5S in a non-equilibrium geometry (the ωB97M-V functional and the def2-TZVPD basis, the Open Molecules 2025 dataset).

Its HOMO energy is -8.658 eV. Its structure (SMILES) is C[C@@H](CS)NCO.O.O.O.O. Its lowest unoccupied orbital energy is 0.29 eV. For the gap between HOMO and LUMO, the calculation gives 8.95 eV.

ORCA input file:
```
! wB97M-V def2-TZVPD RIJCOSX def2/J DEFGRID3
* xyz 0 1
S -0.61711 1.16554 2.88513
O 3.11517 -0.47684 -0.59028
O 1.37830 1.65975 -1.11822
O 0.68902 -3.34751 -1.52721
O 0.48745 3.53717 0.76792
O -1.46547 -1.74617 -2.26352
N -0.18272 -0.39668 -0.81647
C -0.95144 -0.06024 0.39857
C -1.95294 -1.13256 0.81267
C -0.89238 -0.43057 -2.04858
C 0.06064 0.18507 1.52058
H 0.70153 0.96807 -1.08773
H -1.67938 0.29809 -2.05381
H 0.41163 -0.76354 1.93576
H -0.12825 -2.96635 -1.90839
H -1.45446 -2.06858 1.08284
H 2.18187 1.16409 -0.89976
H -1.47930 0.86750 0.21030
H 0.94223 0.68917 1.12150
H -2.57299 -0.78829 1.64724
H 0.79942 2.85459 0.12374
H -0.21596 -0.21486 -2.88204
H 3.78593 -0.88625 -1.16978
H -2.61829 -1.37644 -0.01696
H -0.41176 2.35785 2.30129
H 0.42304 -4.15027 -1.08398
H 2.40496 -1.12167 -0.53682
H -1.84093 -1.83894 -3.13727
H 0.47042 4.36595 0.29348
H 0.31418 -1.26725 -0.69938
*
```

=====

Entry 2:
# C4H19NO6

6 unconnected molecules or ions with the total composition C4H19NO6 in a non-equilibrium geometry (the ωB97M-V functional and the def2-TZVPD basis, the Open Molecules 2025 dataset).

Its HOMO energy is -9.499 eV. Its structure (SMILES) is NCCCC=O.O.O.O.O.O. Its lowest unoccupied orbital energy is -0.19 eV. For the gap between HOMO and LUMO, the calculation gives 9.31 eV.

ORCA input file:
```
! wB97M-V def2-TZVPD RIJCOSX def2/J DEFGRID3
* xyz 0 1
O -1.81594 0.06188 0.14161
O -4.14042 0.91584 -0.70587
O 0.69207 0.63285 -3.07024
O 2.72662 0.96458 -1.38385
O -2.14523 3.74513 0.45599
O -0.06393 2.04306 -1.08125
N 3.05687 -1.50965 1.10084
C 0.50855 -1.43214 1.50609
C 1.78717 -2.18684 1.56559
C -0.80958 -2.02944 0.87939
C -1.97734 -1.00538 0.78977
H 0.97591 1.24242 -3.84308
H -2.78252 -1.31775 1.38345
H 1.26027 -0.10116 -2.85708
H 2.27469 1.04271 -0.59460
H 1.76518 -3.10566 0.86503
H 0.72943 -0.54518 0.87790
H -0.63769 1.63131 -0.53196
H -1.62949 3.57964 1.22554
H 2.30659 1.46277 -2.13604
H -0.83237 -2.49945 -0.09676
H -3.80926 -0.04595 -0.63157
H 3.25579 -0.67132 1.57513
H 2.07179 -2.23179 2.58290
H -3.42990 1.35550 -0.15494
H -1.11431 -2.71201 1.60791
H 0.26670 -0.82957 2.45369
H -1.75407 3.39016 -0.27902
H 3.19724 -1.32692 0.13173
H 0.06717 1.48236 -1.77628
*
```

=====

Entry 3:
# C4H19NO6V

A molecular structure, C4H19NO6V in a non-equilibrium geometry (the ωB97M-V functional and the def2-TZVPD basis, the Open Molecules 2025 dataset).

Its HOMO energy (alpha / beta) is -5.702 / -7.927 eV. Its lowest unoccupied orbital energy (alpha / beta) is 0.28 / 0.26 eV. For the gap between HOMO and LUMO (alpha / beta), the calculation gives 5.98 / 8.19 eV.

ORCA input file:
```
! wB97M-V def2-TZVPD RIJCOSX def2/J DEFGRID3
* xyz 0 4
V -0.93125 -1.20724 0.74853
O 0.05358 -0.14142 -1.05619
O 0.42328 -0.45073 2.29507
O 0.41979 -2.73808 0.21248
O -2.25509 0.21270 1.42039
O -1.67146 -2.53895 2.49057
O -2.38907 -1.96630 -0.74014
N 2.44961 2.15034 0.40879
C -0.16853 -0.36459 -2.40487
C 0.38152 2.82384 -0.81834
C 1.35645 0.47856 -0.82039
C 1.06758 1.73513 0.01934
H 0.49629 1.48257 0.91262
H 3.10623 2.19363 -0.35742
H 0.21221 3.70198 -0.19520
H -2.04871 1.13758 1.18263
H -1.22476 -0.55968 -2.59034
H -0.57491 2.53148 -1.25176
H 0.25923 -0.72848 3.19628
H 1.33247 -0.15142 2.29793
H 0.99396 3.19110 -1.64183
H 0.34395 -1.29556 -2.64730
H 2.51038 3.07497 0.81062
H 1.98438 -0.20015 -0.24319
H 0.67659 -3.05299 -0.67601
H -3.23608 -1.99138 -0.29496
H -2.25367 -2.49519 3.24909
H 1.96676 0.71780 -1.69124
H 0.17318 0.33841 -3.16456
H -1.02443 -3.20503 2.72279
H -2.42955 -2.68284 -1.37352
*
```

=====

E list, top to bottom, in Ha: -992.94543, -669.88380, -1613.98023
Energy relative to the best compared isomer or geometry (same formula, charge and spin) list, top to bottom, in eV: 0.0000, 3.9444, 0.0817